No. 1
12
Properties=species:S:1:pos:R:3 method="wB97M-V/def2-TZVPD" max_force_ev_per_a=0.5 relative_energy_kcal_mol=79.7 smiles=C#CC#CCC
C -1.336 -0.593 0.064
C 2.699 -0.256 0.043
C 3.893 -0.085 0.064
C 1.328 -0.428 0.024
C 0.126 -0.550 0.020
C -1.944 0.776 -0.268
H -1.470 1.554 0.338
H -1.788 1.025 -1.322
H -1.707 -1.357 -0.631
H 4.948 0.074 0.096
H -3.017 0.778 -0.057
H -1.646 -0.912 1.066

=====

No. 2
12
Properties=species:S:1:pos:R:3 method="wB97M-V/def2-TZVPD" max_force_ev_per_a=6.0 multiplicity=3 relative_energy_kcal_mol=101.6
C 0.549 -1.019 0.891
C -1.090 1.288 -0.206
C 1.072 -0.657 -1.198
C 1.425 -0.177 0.117
C 0.056 -1.474 -0.407
C -0.115 0.014 -0.060
H -0.534 2.185 -0.542
H -1.838 1.105 -1.058
H 2.172 0.533 0.447
H -1.548 1.594 0.764
H -0.682 -2.187 -0.609
H 0.533 -1.204 1.860

=====

Number 1: DFT total energy -6315.7450 eV. Number 2: DFT total energy -6308.4614 eV.